Entry from the OMol25 dataset: a structure of composition C48H78F36N10O25S12 in a non-equilibrium geometry (ωB97M-V/def2-TZVPD).

Summary:
HOMO-LUMO gap   7.0 eV
Relative energy (zero: lowest compared OMol25 entry of this formula, charge and spin)   0.208 eV
Maximum force   4.97 eV/Å
Total charge   -2
LUMO energy   0.027 Ha

CARTESIAN COORDINATES (ANGSTROEM)
S  -31.2090  0.6348  -6.1237
S  -35.7489  -8.9296  -8.3556
S  -23.5162  -2.9228  1.7725
S  -32.8444  -0.7207  -7.9153
S  -25.9961  2.3543  -11.0403
S  -29.5741  -7.8185  -9.0134
S  -22.7550  -2.9545  -0.9229
S  -27.0093  -6.8198  -9.7318
S  -32.7565  -7.9625  0.2330
S  -33.0207  -5.5871  -1.1318
S  -26.4919  -0.4134  -10.6278
S  -35.9215  -6.4227  -7.3761
F  -30.5159  2.6094  -7.6505
F  -28.5673  -10.0021  -7.8482
F  -35.2511  -6.8969  -1.7023
F  -23.8835  3.5685  -10.1278
F  -37.1388  -10.8924  -7.0853
F  -28.9843  1.1620  -7.2312
F  -20.8660  -2.2653  2.2075
F  -24.7354  -7.8534  -10.4518
F  -24.1100  -1.8515  -11.2235
F  -35.5367  -4.8558  -0.7271
F  -32.3901  1.2867  -9.5651
F  -22.2885  -0.5902  2.3054
F  -34.3791  0.3570  -9.6331
F  -26.4557  -9.2350  -10.6839
F  -31.1922  -8.6785  2.1752
F  -34.9336  -5.0219  -2.7512
F  -30.7334  -10.0257  -8.2776
F  -31.1167  -6.5802  1.6628
F  -29.3531  -10.4151  -9.9100
F  -26.1105  -7.5834  -12.1039
F  -25.6499  -1.8445  -12.7783
F  -38.2934  -9.1544  -7.4439
F  -20.1849  -3.1964  -0.5007
F  -23.8003  1.4056  -9.9921
F  -36.1283  -6.5593  -4.6241
F  -35.9135  -4.6006  -5.5563
F  -23.5246  2.4408  -11.9277
F  -25.8411  -3.0745  -10.9318
F  -34.1317  -5.9185  -5.3312
F  -29.5695  2.6644  -5.7310
F  -37.7431  -10.4399  -9.0486
F  -20.5275  -3.6623  -2.5667
F  -30.1467  -8.1496  0.3750
F  -21.1676  -5.1112  -1.1380
F  -33.9191  1.7319  -8.0613
F  -22.2334  -2.0340  3.9293
O  -33.7492  -7.4165  1.0797
O  -32.3464  1.4499  -5.7557
O  -26.9721  -5.5848  -10.4826
O  -23.6548  -3.4221  -1.9502
O  -26.0330  -0.3273  -9.2634
O  -29.5055  -7.2258  -7.7032
O  -32.7626  -9.3485  -0.1160
O  -37.3559  -6.3736  -7.4752
O  -32.3337  -5.0650  -2.3117
O  -33.8634  -0.8752  -6.9287
O  -30.8491  -7.7917  -9.7114
O  -26.3165  -6.9787  -8.5338
O  -36.1569  -8.2735  -9.5907
O  -34.7943  -10.0309  -8.4430
O  -22.4136  -1.5943  -0.9770
O  -30.5017  -0.0406  -5.0394
O  -26.2956  3.1966  -12.1596
O  -28.5159  -2.8783  -3.7181
O  -26.4766  2.7584  -9.6906
O  -32.8763  -4.9042  0.0642
O  -32.8038  -1.6826  -8.9537
O  -27.8150  -0.9689  -10.8739
O  -23.7812  -3.8856  2.7995
O  -24.3681  -1.8401  1.4030
O  -35.1890  -5.6310  -8.3115
N  -35.3769  -7.9585  -7.1323
N  -26.0647  0.7889  -11.5168
N  -33.2128  -10.0345  -4.2566
N  -32.6499  -7.0979  -1.0562
N  -34.1641  -1.1667  -3.2921
N  -28.3690  -7.4384  -9.8641
N  -28.1465  -3.0259  -4.7838
N  -31.4189  -0.2450  -7.4063
N  -22.9489  -3.7516  0.4371
N  -31.7146  -4.6096  -11.0864
C  -28.6204  -5.2921  -5.5725
C  -30.4928  -8.8385  -4.5088
C  -33.8365  -10.2100  -5.5996
C  -29.9886  1.8731  -6.7165
C  -31.9398  -4.5578  -9.6271
C  -26.7221  -2.4966  -5.1218
C  -30.7498  -10.2811  -4.9242
C  -35.4781  -5.8385  -5.5915
C  -34.6081  -1.6012  -1.9306
C  -35.5238  -10.0397  -3.1308
C  -24.1871  2.4573  -10.7692
C  -33.9879  -5.7040  -11.5317
C  -31.7750  -8.0636  -4.7020
C  -31.9661  -10.7864  -4.1356
C  -26.2916  -1.6109  -3.9932
C  -28.4569  -3.3037  -7.2426
C  -29.9886  -2.6635  -12.5252
C  -25.8087  -3.7548  -5.3171
C  -26.0166  -7.9589  -10.8507
C  -32.1565  -3.3895  -11.6952
C  -34.0967  -10.5572  -3.1775
C  -28.1107  -1.7797  -7.2160
C  -31.2073  -7.8433  1.2003
C  -32.0029  -0.4169  -2.3007
C  -36.3981  -1.6855  -4.4916
C  -37.3070  -9.9128  -7.9440
C  -32.4282  -0.8997  -0.8914
C  -30.4715  -3.5350  -5.6446
C  -34.8185  -5.6046  -1.5844
C  -29.5160  -9.6628  -8.7644
C  -31.0933  -2.2586  -11.6684
C  -25.4573  -1.8966  -11.4224
C  -21.0819  -3.8256  -1.3715
C  -33.5576  -2.3614  -4.0510
C  -26.8058  -1.5929  -6.4146
C  -34.6453  -6.7349  -12.4931
C  -22.1695  -1.8880  2.5639
C  -33.3547  0.7688  -8.8407
C  -29.3065  -3.8190  -11.8152
C  -35.4079  -0.6666  -4.0109
C  -32.9395  -8.5452  -3.8932
C  -36.3113  -10.8344  -2.0867
C  -33.4181  -2.0586  -1.1184
C  -33.2200  -0.0602  -3.1947
C  -28.9425  -3.7785  -5.8221
C  -32.4611  -5.8571  -11.6169
C  -30.2535  -4.8858  -11.4248
C  -37.0187  -1.3073  -5.8603
H  -34.1766  -11.6507  -3.2997
H  -30.6308  -2.4453  -5.8856
H  -33.8032  -2.5357  -0.1964
H  -32.9892  -3.0151  -11.0933
H  -33.5055  -10.4088  -2.2470
H  -27.6392  -5.5223  -5.9358
H  -30.3080  -2.9903  -13.5627
H  -28.1330  -1.3362  -8.1770
H  -37.5407  -0.3486  -5.8163
H  -32.4969  -2.4764  -3.7912
H  -33.0279  -4.3570  -9.3594
H  -29.9199  -10.9456  -4.7376
H  -34.3469  -5.7983  -10.5041
H  -35.3863  -2.3530  -1.9651
H  -33.8457  -7.9213  -4.0492
H  -30.9910  -10.2958  -5.9816
H  -29.3341  -1.8481  -12.6736
H  -26.0227  -4.3628  -6.1641
H  -34.0277  -3.3002  -3.7581
H  -31.6570  -6.9946  -4.4510
H  -31.6408  -1.3715  -12.0472
H  -35.9165  -2.6146  -4.7078
H  -32.9170  0.2681  -4.1715
H  -25.5173  -0.9749  -4.3412
H  -30.9459  -2.1061  -10.5321
H  -30.2608  -5.6525  -12.1259
H  -25.9177  -1.8492  -6.9969
H  -33.6768  -2.0817  -5.0756
H  -28.5900  -4.3441  -12.4610
H  -34.3702  -11.1878  -5.5185
H  -36.2131  -1.2189  -6.6160
H  -33.0795  -10.1953  -6.4512
H  -32.2381  -11.8177  -4.2919
H  -30.5477  -3.7852  -4.5572
H  -34.4271  -6.5845  -13.5192
H  -35.9663  -0.0068  -3.3730
H  -26.4860  -0.5581  -6.0746
H  -31.5629  0.5864  -2.1961
H  -35.9941  -10.1801  -4.1005
H  -37.7052  -2.0548  -6.2508
H  -34.9821  -0.7269  -1.4390
H  -32.2374  -5.9039  -12.6635
H  -37.1374  -1.8789  -3.6935
H  -27.0746  -0.9524  -3.7542
H  -35.8505  -10.9101  -1.1230
H  -29.7975  -5.4927  -10.6242
H  -31.5780  -5.3882  -9.0056
H  -29.6911  -8.4219  -5.0566
H  -26.1547  -2.1265  -3.0648
H  -28.6414  -3.4510  -11.0319
H  -32.0382  -8.0549  -5.7828
H  -36.7349  -11.8214  -2.3934
H  -28.9048  -1.2910  -6.5278
H  -31.2323  -1.0280  -2.7428
H  -33.7655  0.7133  -2.7375
H  -31.5941  -1.1605  -0.3575
H  -31.0332  -4.1896  -6.3926
H  -27.7203  -3.9640  -7.6191
H  -31.4348  -3.6455  -9.3206
H  -33.0220  -2.8615  -1.7125
H  -32.9595  -0.0086  -0.3851
H  -37.2929  -10.3744  -1.8310
H  -35.6331  -9.0357  -2.9063
H  -34.5829  -9.4710  -5.7222
H  -31.9743  -6.6269  -11.1035
H  -32.6939  -8.5675  -2.8575
H  -35.0064  -0.0952  -4.8017
H  -30.0826  -8.9885  -3.4641
H  -34.1935  -4.7154  -11.9325
H  -35.7190  -6.7146  -12.2130
H  -29.2076  -5.9774  -6.1810
H  -29.3893  -3.4437  -7.8642
H  -28.6087  -5.4209  -4.5215
H  -31.7601  -10.7076  -3.0929
H  -34.2037  -7.6990  -12.2314
H  -32.4542  -3.5429  -12.7603
H  -25.8762  -4.3995  -4.3833
H  -24.7503  -3.3835  -5.3409